Entry from OMol25: a cluster of 2 separate species, C9H14O in total (ωB97M-V/def2-TZVPD).

Properties
Molar mass (g mol⁻¹): 138.21
Gap between HOMO and LUMO (eV): 9.32
ΔE to the lowest compared entry with this formula, charge and spin (kJ/mol): 214.2

Positions of all 24 atoms, in Å:
1 C 1.2194 1.1755 -1.7939
2 C 1.1373 0.0625 -0.7887
3 C 0.4984 0.4916 0.4352
4 C 0.0782 -0.5067 1.3338
5 C 0.3071 -1.8576 0.8964
6 O 0.2843 -2.6710 2.0027
7 C 0.7887 -2.2588 -0.2884
8 C 1.2564 -1.2962 -1.1412
9 H 1.7161 1.9715 -1.3256
10 H 2.0255 1.0921 -2.4862
11 H 0.2235 1.2495 -2.2935
12 H 0.4195 1.4477 0.8048
13 H -0.1997 -0.2344 2.3796
14 H -0.1561 -3.4976 1.9512
15 H 1.0734 -3.2973 -0.5389
16 H 1.5697 -1.6487 -2.1462
17 C -1.8504 3.4112 -0.2321
18 C -2.6555 2.0414 -0.2020
19 H -1.4653 3.5379 -1.2958
20 H -2.6916 4.1113 -0.3071
21 H -1.1774 3.6749 0.5394
22 H -1.8402 1.3058 -0.1961
23 H -3.3112 2.0190 0.7105
24 H -3.1390 2.0585 -1.1327